C25H27Cl3KNO6P | ωB97M-V/def2-TZVPD

Geometry as XYZ:
```
64
Properties=species:S:1:pos:R:3:forces:R:3:nbo_charge:R:1
K 0.63676 0.01455 -0.16225 -1.96 -0.58 -1.08 0.9097
Cl 4.69830 -2.78135 5.26575 0.00 0.02 -0.02 -0.0493
C 3.40456 -2.17663 4.25328 -0.04 0.04 0.08 -0.0864
C 3.41121 -2.43156 2.89630 0.13 -0.03 -0.28 -0.2482
C 2.38204 -1.95021 2.11185 -0.08 -0.01 0.39 -0.1434
Cl 2.41718 -2.24645 0.39566 0.28 -0.38 0.03 -0.0198
C 1.27095 -1.20311 2.61131 -0.27 0.01 0.17 0.4073
O 0.32692 -0.79967 1.85680 0.02 -0.72 2.22 -0.8529
C 1.35955 -0.95532 4.01972 0.31 -0.11 -0.07 -0.1343
Cl 0.17148 0.05102 4.79933 -0.05 0.01 -0.13 -0.0261
C 2.38334 -1.43301 4.81746 -0.06 0.07 -0.05 -0.2516
H 4.22399 -2.98500 2.44406 -0.04 0.00 0.00 0.2316
H 2.38417 -1.21052 5.87646 0.00 -0.01 -0.02 0.2261
O -3.39136 1.83267 -1.04792 -0.02 -0.02 0.03 -0.7391
C -3.50443 1.00170 -2.20298 0.09 0.12 -0.03 -0.0684
C -2.98604 1.76384 -3.40905 0.13 0.01 0.04 -0.4037
C -1.47723 2.06090 -3.36110 -0.14 -0.23 0.06 -0.4376
C -0.60374 0.90247 -3.77025 0.12 -0.04 0.01 0.2387
C 0.00806 0.91074 -5.01927 0.04 -0.04 -0.04 -0.2564
C 0.86727 -0.11672 -5.36924 0.00 0.05 -0.03 -0.1582
C 1.08998 -1.13582 -4.46468 0.07 -0.07 0.02 -0.2435
C 0.41618 -1.08823 -3.25810 -0.21 0.08 0.07 0.0611
N -0.41507 -0.10551 -2.90738 -0.09 0.04 -0.07 -0.4735
H -2.88253 1.38321 -0.36966 0.00 -0.06 0.03 0.4786
H -4.56061 0.76294 -2.34982 -0.04 -0.06 0.00 0.1590
H -2.95097 0.07131 -2.08025 0.04 -0.06 0.07 0.1852
H -3.52879 2.71201 -3.44237 -0.02 0.00 -0.08 0.2047
H -3.22326 1.20369 -4.31824 -0.05 0.03 -0.03 0.1986
H -1.20541 2.37008 -2.35011 0.02 0.05 -0.03 0.2371
H -1.26811 2.89339 -4.03371 0.05 0.04 0.06 0.2067
H -0.16848 1.73537 -5.69868 0.00 0.01 0.03 0.2057
H 1.37406 -0.10767 -6.32650 0.00 0.01 0.01 0.2077
H 1.79319 -1.93216 -4.66738 -0.04 0.01 0.02 0.2210
H 0.55315 -1.88225 -2.52777 0.04 0.05 -0.03 0.1872
O 3.47434 0.05164 -2.20768 -0.09 0.14 0.12 -0.7326
C 3.00546 0.78796 -1.32131 0.38 0.21 -0.37 0.7381
O 1.88071 1.36566 -1.32123 1.57 1.41 -1.14 -0.8374
C 3.84218 0.97709 -0.05289 -0.08 0.04 -0.09 -0.1391
C 5.21087 0.76346 -0.08482 0.08 -0.08 0.08 -0.1863
C 5.99925 0.88355 1.06599 0.01 -0.04 0.00 -0.2703
C 5.34812 1.19412 2.23441 0.03 -0.04 0.02 0.2152
O 5.87510 1.33643 3.49752 0.02 0.07 0.06 -0.4945
C 4.75679 1.53933 4.36371 -0.02 -0.07 -0.10 0.2399
O 3.59647 1.70320 3.55759 0.02 0.10 0.04 -0.4969
C 3.98650 1.41263 2.27221 -0.03 -0.11 0.03 0.2857
C 3.20958 1.32670 1.14832 -0.02 0.03 -0.04 -0.2625
H 5.65386 0.47133 -1.02837 -0.03 0.01 0.03 0.2330
H 7.06920 0.71824 1.04961 -0.03 0.00 -0.01 0.2150
H 4.91910 2.44031 4.95583 0.01 0.07 -0.01 0.1514
H 4.63181 0.66967 5.01442 -0.01 -0.11 -0.04 0.1573
H 2.14434 1.51010 1.18660 0.12 0.14 0.09 0.2177
C -4.16428 0.39666 3.90110 0.10 -0.08 -0.09 -0.9408
P -2.78014 -0.37783 2.93252 -0.09 0.21 -0.15 0.8410
C -3.78924 -0.87983 1.45781 0.22 -0.03 0.06 -0.9487
C -2.09323 1.21998 2.27255 -0.18 -0.13 -0.37 -0.9294
H -4.75760 1.08548 3.29196 0.02 0.00 0.04 0.2040
H -3.74273 0.94046 4.74860 -0.03 0.00 0.00 0.2247
H -4.81745 -0.38624 4.29211 0.01 0.03 0.00 0.2195
H -4.37706 -0.05347 1.05217 -0.03 0.02 -0.03 0.2089
H -4.46218 -1.68914 1.74931 0.00 0.03 -0.01 0.2240
H -3.12743 -1.27481 0.68081 -0.04 0.05 0.03 0.2271
H -2.91684 1.80033 1.84197 0.04 0.12 0.09 0.1992
H -1.32317 1.08142 1.50067 -0.21 -0.20 0.37 0.2214
H -1.63285 1.79036 3.07718 0.01 -0.02 0.04 0.2413
```
Positions in Å, forces in eV/Å.

As for the energy above the lowest of the compared OMol25 structures with the same formula, charge and spin: 213.8 kJ/mol. For the gap between HOMO and LUMO, the calculation gives 6.954 eV. As for the total charge: -1. The calculation puts the HOMO energy at -4.6 eV. The lowest unoccupied orbital energy is 2.32 eV. The multiplicity is 1. Its total energy is -103322.448 eV.